Record 1
DFT (ωB97M-V with the def2-TZVPD basis set) results for one molecule with the formula C19H17NO7S in a non-equilibrium geometry.

Output
ΔE to the lowest compared entry with this formula, charge and spin, eV: 0.505
Total charge: 0
Kohn-Sham gap, eV: 8.192

XYZ file:
```
45
Properties=species:S:1:pos:R:3:forces:R:3
C 3.5282 -3.5404 -1.1238 0.285 -0.304 0.305
N 2.4862 -2.7845 -1.7763 -0.960 -0.070 0.008
S 0.9468 -3.0093 -1.1868 0.343 0.374 -0.335
O 0.0925 -2.1865 -1.9994 0.230 0.114 0.278
O 0.7028 -4.4147 -1.1286 0.202 -0.085 0.307
C 1.0092 -2.3530 0.4846 -0.105 -0.376 -0.534
C 1.0816 -3.2255 1.5535 -0.024 -0.138 0.012
C 1.1587 -2.7146 2.8412 0.022 0.051 -0.030
C 1.1560 -1.3450 3.0436 -0.025 0.131 -0.083
C 1.0975 -0.4730 1.9587 -0.031 -0.256 -0.194
C 0.9942 0.9952 2.1987 -0.150 -0.099 0.376
O 0.5380 1.4794 3.2008 0.095 0.006 -0.092
O 1.4435 1.7015 1.1535 0.296 -0.017 -0.175
C 1.0691 3.0831 1.0985 -0.167 0.414 0.186
C -0.3719 3.1748 0.6585 -0.250 0.261 0.365
C -1.2927 3.8655 1.3624 0.507 -0.206 -0.214
C -2.7071 3.8059 1.0332 -0.279 0.523 0.382
O -3.5708 4.4680 1.5507 0.265 -0.244 -0.192
O -3.0770 2.8809 0.0959 -0.302 -0.131 -0.094
C -2.1766 2.1547 -0.6070 0.951 -0.451 -0.407
C -2.6750 1.1621 -1.4548 -0.081 -0.087 -0.052
C -4.1457 0.9132 -1.5610 0.030 -0.045 0.036
C -1.7604 0.3863 -2.1706 0.240 0.559 0.458
O -2.2053 -0.6634 -2.8869 -0.122 -0.165 -0.210
C -0.3975 0.7087 -2.1495 0.055 0.020 -0.154
C 0.0807 1.6725 -1.2998 -0.368 0.068 -0.023
C -0.7938 2.3573 -0.4465 -0.478 -0.078 -0.226
C 1.0284 -0.9863 0.6662 0.032 0.274 0.159
H 4.4076 -3.5756 -1.7651 -0.042 -0.018 0.014
H 3.8073 -3.1291 -0.1469 0.022 -0.049 -0.034
H 3.1409 -4.5484 -0.9924 0.241 -0.088 0.039
H 2.6969 -1.8098 -1.9214 -0.122 0.222 -0.070
H 1.0564 -4.2864 1.3601 -0.003 -0.137 0.067
H 1.2078 -3.3852 3.6851 0.004 -0.057 0.060
H 1.1903 -0.9305 4.0398 -0.019 0.027 0.088
H 1.1955 3.5444 2.0820 0.023 -0.032 -0.195
H 1.7475 3.5441 0.3773 -0.047 -0.088 0.088
H -1.0357 4.4606 2.2236 0.008 0.009 0.111
H -4.5829 1.5759 -2.3070 -0.114 0.025 -0.044
H -4.3211 -0.1134 -1.8695 -0.095 -0.018 0.009
H -4.6330 1.1104 -0.6100 -0.101 -0.031 0.001
H -1.4703 -1.2835 -3.0209 -0.115 0.100 0.066
H 0.2729 0.1481 -2.7834 0.059 0.024 -0.061
H 1.1353 1.8968 -1.2745 0.103 -0.062 0.028
H 0.9448 -0.3313 -0.1855 -0.012 0.130 -0.027
```
Forces are in eV/Å.

Record 2
DFT (ωB97M-V with the def2-TZVPD basis set) results for C19H18AsF6O15V3 as an isolated structure in a non-equilibrium geometry.

Output
Expectation value of S²: 0.766
Total charge: +1
Multiplicity: 2
Kohn-Sham gap (spin up / spin down), eV: 3.229 / 2.956

XYZ file:
```
62
Properties=species:S:1:pos:R:3:forces:R:3
O -2.7603 -3.5719 -0.1405 2.092 -2.450 -4.969
V -2.0834 -4.3004 -1.5025 2.064 2.009 5.862
O -0.9542 -5.2636 -0.9160 -2.651 1.838 -1.458
O 4.0039 -1.3568 -0.8509 -3.514 -1.566 1.229
V 2.4804 -1.6355 -0.3211 3.867 3.619 1.555
O 2.5240 -1.3562 1.2710 -0.260 -0.800 -3.222
O 1.2311 -4.8561 -3.9595 -1.045 2.454 -0.539
V 0.9094 -3.3035 -4.2831 1.369 -0.322 1.871
O 2.0068 -2.8142 -5.2363 0.161 -0.413 -0.176
C 0.2726 -2.3283 -1.7621 1.052 -0.602 1.572
O -0.6875 -2.7904 -2.4264 -3.941 -2.660 -1.683
O 1.3848 -2.2222 -2.3020 2.509 -0.511 -2.523
O 0.1851 -2.0559 -0.5587 -0.249 1.217 1.772
As 0.5419 0.5642 -4.5465 -0.465 3.037 -2.546
F 0.8483 2.2759 -4.5538 0.311 -0.942 0.584
F 0.6891 0.5371 -6.2982 -0.139 -0.555 1.400
F 0.0588 -1.1445 -4.5072 -0.366 -0.821 0.158
F 0.3817 0.5800 -2.7449 -0.610 -0.376 -0.661
F -1.1988 1.0237 -4.7473 1.623 -1.214 0.832
F 2.2193 0.1227 -4.3762 -1.183 0.064 0.294
C -0.9685 -1.5044 2.4687 -0.442 -0.640 -0.076
C -1.5796 -0.7729 3.4510 0.975 0.183 0.994
C -1.1945 -1.0266 4.7785 -2.030 1.457 -0.841
C -0.4260 -2.1122 5.0931 -0.252 0.467 2.052
C 0.0346 -2.9401 4.1477 0.642 -0.953 -2.520
C -0.2155 -2.6134 2.8084 0.566 -0.402 -0.418
O 0.2838 -3.3775 1.7748 -0.021 -0.253 0.764
O -1.7225 -0.2585 5.7820 0.308 -0.226 0.585
H -1.2015 -1.2975 1.4347 0.093 -0.136 -0.108
H -2.2606 0.0156 3.1666 -0.105 0.235 0.294
H -0.2319 -2.3463 6.1294 -0.038 0.191 0.158
H 0.5885 -3.8327 4.3984 0.094 0.000 -0.078
H -0.0202 -2.9267 0.9837 0.051 -0.232 -0.262
H -2.2748 0.4452 5.4337 0.073 -0.042 -0.140
C 1.6602 2.8817 -0.7758 1.321 1.153 1.304
C 1.9620 4.1191 -0.1553 0.665 -1.417 -0.637
C 3.1871 4.2839 0.5389 -1.178 -0.066 -0.063
C 4.0513 3.2202 0.7724 -1.278 -1.301 -0.064
C 3.6664 1.9321 0.3171 -0.014 1.322 -1.393
C 2.5635 1.8366 -0.5453 -0.663 0.777 1.297
O 2.2129 0.5938 -0.9816 0.335 -3.253 0.409
O 3.4611 5.5450 0.9915 0.051 0.540 -0.091
H 0.7584 2.7817 -1.3615 0.018 -0.207 -0.098
H 1.2280 4.9059 -0.2485 0.337 0.354 0.062
H 4.8894 3.3298 1.4447 0.225 0.125 -0.228
H 4.2959 1.0584 0.4001 0.036 -0.026 0.391
H 1.4590 0.4987 -1.5683 -0.254 1.067 -0.736
H 3.4860 5.6086 1.9491 0.134 -0.228 0.102
C -4.1792 1.6511 0.3676 0.137 -1.491 -2.127
C -3.8817 0.7735 -0.6929 -2.169 0.929 1.217
C -2.6115 0.2556 -0.8670 1.977 -1.075 -0.335
C -1.5374 0.6536 -0.0715 -0.540 2.090 1.743
C -1.8006 1.6211 0.9042 1.758 -1.928 -1.026
C -3.1150 2.0568 1.1767 1.028 1.515 0.313
O -3.2136 3.0062 2.1335 -0.263 -1.740 -0.987
O -2.3327 -0.6498 -1.7833 -2.247 0.250 -0.385
H -5.1767 2.0540 0.4627 -0.074 -0.056 0.172
H -4.6438 0.3749 -1.3461 -0.262 0.312 -0.043
H -0.6058 0.1781 -0.3408 0.419 0.518 0.639
H -0.9839 1.9759 1.5154 -0.033 0.176 0.131
H -4.1533 3.0252 2.3290 -0.494 0.782 0.505
H -1.5101 -1.1274 -1.6535 0.492 0.222 0.173
```
Forces are in eV/Å.

Record 3
DFT (ωB97M-V with the def2-TZVPD basis set) results for C19H18AuCl3GeN2Se3Te as an isolated structure.

Output
Expectation value of S²: 3.768
Total charge: +1
Multiplicity: 4
Kohn-Sham gap (spin up / spin down), eV: 6.654 / 5.446

XYZ file:
```
48
Properties=species:S:1:pos:R:3:forces:R:3
Au -1.6028 0.1447 -1.5452 -0.428 -0.149 0.271
Se -3.0133 2.1524 -0.4946 0.186 -0.110 -0.280
Se -4.5329 1.5777 1.0259 -0.090 0.029 0.083
Te -3.8947 -0.8172 1.7588 -0.063 -0.058 0.003
Se -3.9044 -1.9266 -0.3260 -0.029 -0.018 -0.009
C 0.5647 2.7856 -0.3619 -0.004 0.094 -0.081
Ge 0.2681 0.8802 -0.0975 0.199 0.094 0.027
C 1.8587 -0.1238 -0.5738 0.140 -0.122 -0.073
C 2.9775 0.0089 0.2507 0.006 -0.088 -0.043
C 4.1503 -0.6763 -0.0381 -0.036 0.016 -0.002
C 4.2174 -1.5003 -1.1534 0.016 0.003 0.013
C 3.1126 -1.6414 -1.9801 -0.042 0.038 0.022
C 1.9401 -0.9555 -1.6885 0.054 0.023 0.006
C -0.2503 0.5501 1.7397 -0.053 -0.065 0.135
C -0.3936 1.6273 2.5781 -0.108 -0.055 0.114
C -0.7978 1.4638 3.9259 0.015 0.058 -0.124
C -1.0756 0.2194 4.4041 -0.026 -0.076 0.009
C -0.9487 -0.9244 3.5721 0.039 0.013 0.151
C -1.2683 -2.2193 4.0547 -0.021 0.050 0.041
C -1.1664 -3.3127 3.2456 0.026 -0.024 -0.106
C -0.7192 -3.1627 1.9119 -0.044 -0.029 0.090
C -0.4001 -1.9279 1.4265 0.028 0.097 0.012
C -0.5189 -0.7664 2.2349 0.139 0.017 -0.084
H 1.3780 3.1190 0.2854 0.005 0.014 -0.010
H -0.3260 3.3724 -0.1398 0.028 0.040 0.023
H 0.8545 2.9663 -1.3972 0.014 0.006 0.018
H 2.9375 0.6399 1.1325 -0.003 0.001 0.003
H 5.0107 -0.5706 0.6096 0.000 0.007 -0.002
H 5.1322 -2.0330 -1.3772 -0.001 -0.003 0.003
H 3.1668 -2.2823 -2.8508 -0.007 0.000 -0.001
H 1.0812 -1.0676 -2.3430 0.001 0.024 -0.008
H -0.1998 2.6308 2.2175 0.010 0.000 0.003
H -0.8851 2.3300 4.5686 -0.011 0.004 -0.010
H -1.4012 0.0841 5.4287 0.022 -0.010 0.004
H -1.5936 -2.3251 5.0829 0.002 0.003 -0.001
H -1.4067 -4.2968 3.6255 -0.013 0.001 -0.013
H -0.6259 -4.0357 1.2789 0.007 0.000 0.006
H -0.0447 -1.8303 0.4073 0.001 0.005 -0.001
N -1.7229 -1.6787 -2.9312 -0.005 0.142 -0.043
H -2.6955 -1.9043 -3.1120 0.000 -0.020 -0.035
H -1.2840 -2.5004 -2.5305 0.015 0.003 0.003
H -1.2805 -1.4743 -3.8217 0.016 -0.001 0.014
Cl -0.7289 4.9647 -4.0932 -0.046 0.123 0.050
C 0.0658 3.5714 -4.8211 -0.234 -0.370 0.138
Cl 1.7541 3.4866 -4.3251 0.148 0.017 0.009
Cl -0.0809 3.6050 -6.5712 0.012 0.019 -0.118
C -0.6071 2.3554 -4.3151 0.190 0.244 -0.002
N -1.1005 1.4180 -3.8777 -0.051 0.014 -0.209
```
Forces are in eV/Å.

Record 4
DFT (ωB97M-V with the def2-TZVPD basis set) results for C19H18BrIN5OS3Tc as an isolated structure in a non-equilibrium geometry.

Output
ΔE to the lowest compared entry with this formula, charge and spin, eV: 0.270
Expectation value of S²: 2.093
Total charge: 0
Multiplicity: 3
Kohn-Sham gap (spin up / spin down), eV: 6.135 / 6.454

XYZ file:
```
49
Properties=species:S:1:pos:R:3:forces:R:3
Tc 0.7210 0.4893 0.4144 0.346 0.083 2.070
C -2.6121 0.4406 -2.2278 0.126 0.015 0.098
C -1.4059 0.7807 -1.4040 -0.304 -0.032 -0.104
N -1.1155 0.2561 -0.2023 0.027 0.158 -0.003
N -1.9710 -0.6443 0.3983 -0.130 -0.309 0.006
C -1.5073 -1.5149 1.3083 0.087 0.128 0.049
N -2.3935 -2.4163 1.7876 -0.010 0.050 -0.056
S 0.0852 -1.5142 1.8343 0.256 0.245 -0.254
C -0.4375 1.7111 -1.8691 0.185 0.034 0.142
C -0.5375 2.4228 -3.0793 -0.048 0.005 -0.060
C 0.4318 3.3338 -3.4158 0.005 -0.031 0.077
C 1.5013 3.5544 -2.5387 -0.072 0.036 -0.071
C 1.5658 2.8169 -1.3792 0.088 0.066 0.033
N 0.6540 1.8927 -1.0515 -0.156 0.497 -0.717
H -3.3261 -0.1921 -1.7060 -0.024 0.004 -0.011
H -2.3201 -0.1000 -3.1317 -0.013 0.022 -0.024
H -3.1383 1.3485 -2.5253 -0.041 -0.028 -0.034
H -2.9289 -0.6831 0.0978 -0.074 0.049 -0.081
H -3.3779 -2.3416 1.6013 -0.016 -0.022 0.033
H -2.0975 -2.9623 2.5768 -0.041 -0.023 -0.001
H -1.3771 2.2446 -3.7371 0.004 0.010 0.014
H 0.3637 3.8840 -4.3453 -0.006 -0.007 0.000
H 2.2693 4.2796 -2.7650 0.017 -0.014 0.041
H 2.3783 2.9366 -0.6741 -0.010 -0.057 0.017
O 1.0985 -0.7600 -1.3622 -0.002 0.006 -0.009
N 2.2098 -0.4574 -2.0330 0.338 0.130 0.070
C 2.1977 -0.5827 -3.3743 -0.025 -0.171 -0.210
C 3.3212 -0.3568 -4.1207 -0.022 0.021 0.011
C 4.5026 -0.0028 -3.4623 0.000 -0.018 0.121
C 4.4955 0.1414 -2.0974 0.015 -0.024 -0.225
C 3.3173 -0.0422 -1.3541 -0.127 0.061 0.075
S 3.2067 0.2648 0.3186 -0.226 -0.077 0.151
H 1.2534 -0.8971 -3.7936 -0.043 0.038 0.090
H 3.2770 -0.4552 -5.1950 -0.025 -0.035 0.013
H 5.4102 0.1638 -4.0269 0.012 0.009 0.028
H 5.3829 0.4266 -1.5514 -0.007 0.032 -0.002
S 0.7164 1.8462 2.1435 -0.010 -0.854 -1.275
Br -1.2909 -5.8349 -3.5903 -0.027 -0.089 0.104
C -1.0304 -6.3182 -1.7729 0.104 0.172 0.014
C -1.5105 -7.5489 -1.3494 -0.017 -0.035 -0.039
C -1.3382 -7.9401 -0.0323 -0.020 -0.025 0.008
C -0.6832 -7.1041 0.8588 0.021 -0.003 0.050
C -0.2050 -5.8759 0.4332 0.021 0.037 0.008
C -0.3742 -5.4675 -0.8856 -0.049 0.074 -0.281
I 0.3316 -3.5624 -1.4030 -0.105 -0.127 0.143
H -2.0143 -8.1972 -2.0532 0.001 0.021 -0.007
H -1.7173 -8.8999 0.2934 0.012 0.001 -0.004
H -0.5389 -7.4065 1.8880 -0.006 -0.001 -0.009
H 0.3078 -5.2158 1.1215 -0.013 -0.018 0.012
```
Forces are in eV/Å.

Record 5
DFT (ωB97M-V with the def2-TZVPD basis set) results for C19H18Cl12I2N3O2 as an isolated structure in a non-equilibrium geometry.

Output
Total charge: +1
Kohn-Sham gap, eV: 8.682

XYZ file:
```
56
Properties=species:S:1:pos:R:3:forces:R:3
C -2.9626 5.6550 0.5333 0.194 0.566 -0.220
C -2.9720 5.6483 -0.9923 -0.014 -0.379 0.168
I -2.7221 7.5155 -1.9613 -0.100 -0.545 0.665
C -3.1462 4.5397 -1.7253 0.372 0.705 -0.722
I -3.2245 4.5485 -3.8630 0.009 -0.392 0.876
N -3.3079 3.2361 -1.1360 -0.947 -0.417 -0.407
C -4.3933 2.4161 -1.4142 -0.557 -0.884 0.214
C -4.2587 1.2405 -0.7199 -0.108 0.522 -0.506
C -5.1375 0.0119 -0.6913 0.795 -0.024 0.828
C -6.5201 0.2244 -0.0362 -0.289 -0.188 -0.244
N -7.2472 1.2563 -0.1054 0.650 -0.200 -0.199
N -3.0574 1.3965 -0.0346 -1.279 -0.374 -0.361
O -2.5272 0.4418 0.7768 0.868 0.493 -0.015
C -1.3502 -0.0793 0.0931 1.588 -1.418 -0.936
O -1.4674 -0.5834 -0.9863 -0.672 0.778 0.633
C -0.0425 0.0297 0.7976 -0.744 0.545 1.080
C 1.1297 -0.1773 0.0715 -0.006 -0.312 -1.081
C 2.3942 -0.0825 0.6415 -0.886 0.138 0.336
C 2.4436 0.2579 1.9991 0.518 -0.183 -0.037
C 1.2887 0.4613 2.7611 -0.048 -0.064 -0.112
C 0.0357 0.3519 2.1656 -0.013 0.177 -0.043
C -2.5148 2.5743 -0.3041 1.190 0.538 0.476
H -2.7411 4.6817 0.9875 -0.252 0.261 -0.231
H -3.9345 6.0233 0.9035 0.382 -0.129 -0.118
H -2.1830 6.3518 0.8800 -0.354 -0.214 -0.086
H -5.2182 2.6467 -2.0863 0.610 0.355 0.133
H -5.1763 -0.3907 -1.7158 -0.342 0.074 0.372
H -4.6064 -0.7383 -0.0768 -0.183 0.207 -0.406
H -6.9274 -0.6362 0.5205 0.339 0.266 -0.253
H -6.7597 1.9594 -0.6705 -0.303 0.192 0.178
H 1.0253 -0.4173 -0.9919 0.112 0.049 0.426
H 3.2732 -0.2765 0.0196 -0.302 0.195 0.524
H 3.4252 0.3451 2.4673 -0.364 0.030 -0.025
H 1.3697 0.6966 3.8257 -0.013 -0.066 -0.427
H -0.8690 0.5307 2.7550 0.321 -0.138 -0.246
H -1.5669 2.9290 0.0968 -0.319 -0.173 -0.180
C 6.6633 -0.3688 0.1065 0.061 0.177 -0.043
Cl 7.4158 1.2114 -0.1086 -0.025 -0.071 0.000
Cl 5.8891 -0.4813 1.6894 0.072 -0.088 -0.005
Cl 5.5038 -0.6905 -1.1908 0.143 -0.068 -0.021
H 7.4389 -1.1274 0.0580 -0.332 0.237 0.109
C 0.1268 -2.9430 -3.0171 0.089 -0.075 -0.076
Cl -1.1771 -4.0311 -3.4981 0.000 0.072 0.036
Cl 0.7451 -3.3804 -1.4212 -0.134 0.036 -0.262
Cl 1.4235 -2.9570 -4.2156 -0.037 0.056 0.035
H -0.2737 -1.9376 -2.9611 -0.007 -0.058 0.024
C 0.2637 -5.1579 2.4125 0.102 -0.159 0.073
Cl 1.0171 -3.7684 1.6185 0.015 0.071 0.272
Cl 0.9010 -6.6658 1.7592 -0.058 0.081 -0.005
Cl 0.5048 -5.0813 4.1588 -0.051 0.032 -0.058
H -0.8007 -5.1247 2.2147 0.052 0.016 -0.004
C 9.0512 -4.4622 -0.1355 -0.132 -0.151 0.182
Cl 9.4056 -4.6006 1.5856 0.020 0.023 -0.084
Cl 7.6199 -5.4016 -0.5568 0.066 0.047 -0.025
Cl 8.8368 -2.7642 -0.5922 0.333 -0.241 -0.200
H 9.8939 -4.8561 -0.6905 -0.032 0.073 -0.003
```
Forces are in eV/Å.

- What is the formula in the first record?
  C19H17NO7S

- total charge of number 4 (C19H18BrIN5OS3Tc)?
  0